(1)
{"formula": "C62H53F7O4S", "method": "wB97M-V/def2-TZVPD", "species": ["C", "C", "O", "C", "O", "C", "C", "C", "C", "C", "C", "S", "C", "C", "C", "C", "O", "C", "C", "C", "C", "C", "C", "C", "O", "H", "H", "H", "H", "H", "H", "H", "H", "H", "H", "H", "H", "H", "H", "H", "H", "H", "H", "F", "C", "C", "C", "C", "C", "C", "H", "H", "H", "H", "H", "F", "C", "C", "C", "C", "C", "C", "H", "H", "H", "H", "H", "F", "C", "C", "C", "C", "C", "C", "H", "H", "H", "H", "H", "F", "C", "C", "C", "C", "C", "C", "H", "H", "H", "H", "H", "F", "C", "C", "C", "C", "C", "C", "H", "H", "H", "H", "H", "F", "C", "C", "C", "C", "C", "C", "H", "H", "H", "H", "H", "F", "C", "C", "C", "C", "C", "C", "H", "H", "H", "H", "H"], "xyz": [[2.27760, -2.68577, 4.10408], [1.27889, -2.55513, 2.86379], [-0.10886, -2.65489, 3.23647], [-0.67730, -1.40338, 3.48032], [-0.05411, -0.63587, 4.17021], [-2.09482, -1.08431, 2.89274], [-2.64874, 0.31725, 3.33173], [-2.35587, 1.47087, 2.25227], [-0.87130, 1.91958, 2.51935], [-0.50258, 2.91608, 3.50916], [0.91969, 3.23928, 3.72983], [1.34526, 4.46526, 5.03089], [1.95757, 2.57289, 2.95324], [1.52958, 1.57752, 1.96525], [0.15002, 1.23197, 1.71924], [2.61376, 0.81434, 1.15539], [2.30690, 0.36928, 0.06906], [3.98997, 0.63941, 1.82559], [4.76555, -0.54432, 1.45533], [6.08905, -0.66377, 2.07870], [6.57486, 0.35719, 3.02226], [5.74516, 1.49688, 3.38589], [4.42912, 1.65217, 2.77655], [3.47552, 2.83946, 3.10462], [3.92963, 3.90552, 3.44774], [3.00048, -1.82547, 4.05799], [2.83592, -3.65096, 4.09648], [1.65432, -2.56537, 5.02216], [1.51562, -1.65578, 2.23310], [1.51382, -3.44324, 2.20884], [-2.78370, -1.85887, 3.34522], [-2.13850, -1.23983, 1.78420], [-3.76072, 0.29141, 3.47276], [-2.12562, 0.66386, 4.26654], [-3.07491, 2.32137, 2.34074], [-2.44153, 1.07440, 1.20269], [-1.29462, 3.42490, 4.09675], [0.78885, 3.87953, 6.15435], [-0.15414, 0.47784, 0.96185], [4.37250, -1.30983, 0.74336], [6.70786, -1.54610, 1.79877], [7.58810, 0.29443, 3.48914], [6.11651, 2.25779, 4.10831], [-3.79528, -0.26446, -0.19317], [-4.28658, 0.49579, -1.19417], [-4.90495, 1.69582, -0.89366], [-5.40613, 2.47923, -1.92598], [-5.29207, 2.04764, -3.24311], [-4.67234, 0.83736, -3.52847], [-4.16117, 0.05849, -2.49846], [-4.99178, 2.01102, 0.13923], [-5.88614, 3.42475, -1.70430], [-5.68748, 2.65730, -4.04755], [-4.58708, 0.49836, -4.55402], [-3.66747, -0.88430, -2.70415], [-3.44587, 0.56224, -7.02760], [-2.84933, -0.62174, -6.79429], [-2.09740, -0.78719, -5.64564], [-1.48712, -2.00848, -5.40003], [-1.62649, -3.04892, -6.31120], [-2.37984, -2.86879, -7.46542], [-3.00051, -1.64917, -7.70708], [-1.99220, 0.03575, -4.94881], [-0.90328, -2.14980, -4.49881], [-1.14678, -4.00168, -6.12016], [-2.48467, -3.67855, -8.17746], [-3.59898, -1.49351, -8.59614], [-8.71262, 2.40858, -2.30459], [-9.20157, 3.16497, -3.30446], [-9.82010, 4.36572, -3.00676], [-10.31953, 5.14748, -4.04034], [-10.20380, 4.71451, -5.35627], [-9.58415, 3.50341, -5.64053], [-9.07448, 2.72532, -4.60921], [-9.90808, 4.68252, -1.97495], [-10.79929, 6.09338, -3.82009], [-10.59781, 5.32348, -6.16146], [-9.49794, 3.16482, -6.66594], [-8.58068, 1.78289, -4.81200], [-12.64976, 3.92388, 2.11184], [-11.68010, 3.06183, 1.75911], [-10.76006, 3.43383, 0.79544], [-9.75506, 2.54488, 0.43446], [-9.68959, 1.29210, 1.03414], [-10.62346, 0.92950, 1.99741], [-11.62229, 1.82128, 2.36705], [-10.83332, 4.41136, 0.33444], [-9.02711, 2.82621, -0.30970], [-8.90775, 0.59755, 0.74872], [-10.57394, -0.04850, 2.46104], [-12.35324, 1.55938, 3.12190], [7.16536, -3.05590, 0.78049], [8.49332, -3.19450, 0.57829], [9.00054, -4.43619, 0.24441], [10.36566, -4.57711, 0.03194], [11.20630, -3.47764, 0.16635], [10.68288, -2.23634, 0.50720], [9.31698, -2.09145, 0.70930], [8.33072, -5.28225, 0.15247], [10.77423, -5.54348, -0.23756], [12.27206, -3.59001, 0.00454], [11.33765, -1.38252, 0.61542], [8.89045, -1.12957, 0.96678], [-2.37883, -3.98963, -2.99302], [-1.97624, -4.40894, -1.77980], [-1.65433, -5.74082, -1.59453], [-1.23418, -6.17032, -0.34196], [-1.15132, -5.26546, 0.71072], [-1.48235, -3.93058, 0.51166], [-1.89246, -3.49725, -0.74262], [-1.73299, -6.43203, -2.42463], [-0.97205, -7.20990, -0.18633], [-0.82730, -5.60250, 1.68878], [-1.42033, -3.22977, 1.33276], [-2.14632, -2.45853, -0.91899], [11.99615, -0.12897, 2.47529], [12.98714, 0.60158, 1.93166], [14.29059, 0.14843, 2.02252], [15.31219, 0.90017, 1.45673], [15.01925, 2.09936, 0.81713], [13.70539, 2.54501, 0.73752], [12.68112, 1.78942, 1.29322], [14.49975, -0.78422, 2.53191], [16.33623, 0.55182, 1.51489], [15.81792, 2.68704, 0.37988], [13.47840, 3.48145, 0.24253], [11.65034, 2.11649, 1.23334]], "forces_ev_per_a": [[-0.67, 1.01, -0.52], [2.10, -1.22, 0.05], [-0.98, 1.15, -1.13], [0.60, 0.19, 0.57], [-0.68, 0.01, -0.50], [-0.33, -0.73, 0.91], [0.15, 0.97, -0.78], [1.16, -0.33, 0.65], [0.86, 0.09, -0.82], [1.76, -1.19, -1.34], [-0.86, -1.07, -0.43], [-0.27, -0.78, -0.13], [-1.67, -0.61, -0.31], [-0.24, 0.16, 0.45], [0.48, 2.19, 1.98], [-0.61, 0.62, 0.80], [0.64, -0.19, 0.55], [0.34, -0.53, -0.14], [1.46, 2.00, 1.98], [-1.19, 1.35, 0.28], [-1.87, 0.21, -0.79], [-0.63, -1.03, -1.35], [0.68, -1.68, -0.42], [-0.01, -0.72, -0.19], [-0.32, -0.46, -0.04], [-0.56, -0.90, 0.19], [-0.54, 0.75, 0.06], [0.73, -0.23, -0.60], [-0.60, -0.59, 0.83], [-0.74, 0.87, 0.50], [0.75, 0.55, -0.59], [0.21, 0.18, 0.93], [1.03, -0.29, 0.05], [-0.80, -0.62, -0.72], [0.62, -0.64, 0.18], [0.11, 0.36, 1.09], [0.77, -0.36, -0.45], [0.14, 0.10, -1.10], [0.49, 0.70, 0.61], [0.39, 0.93, 0.71], [-0.66, 1.22, 0.62], [-1.04, -0.16, -0.56], [-0.40, -0.69, -0.70], [0.04, -0.14, 0.10], [-0.27, 0.41, -0.52], [0.00, 0.06, 0.28], [0.10, -0.21, -0.15], [-0.04, 0.08, -0.01], [-0.07, 0.13, 0.13], [0.16, -0.29, -0.01], [0.02, -0.03, -0.02], [0.02, -0.07, 0.03], [0.02, -0.04, 0.05], [0.02, 0.01, 0.06], [-0.04, 0.00, 0.01], [-0.07, 0.10, 0.00], [0.27, -0.56, 0.07], [0.00, 0.28, 0.21], [-0.06, -0.10, -0.22], [0.04, -0.08, 0.00], [0.07, 0.13, 0.22], [-0.15, 0.05, -0.20], [-0.02, 0.01, -0.05], [-0.04, 0.03, -0.05], [-0.04, 0.06, 0.00], [-0.02, 0.06, 0.03], [0.03, 0.04, 0.03], [0.13, -0.09, -0.23], [-0.22, 0.33, -0.48], [0.02, 0.06, 0.25], [0.08, -0.19, -0.14], [-0.04, 0.07, -0.05], [-0.05, 0.15, 0.18], [0.13, -0.24, -0.04], [0.02, -0.02, -0.03], [0.02, -0.06, 0.02], [0.03, -0.04, 0.05], [0.02, 0.00, 0.07], [-0.02, 0.01, 0.06], [-0.07, 0.06, 0.03], [0.38, -0.34, -0.16], [-0.01, 0.16, -0.06], [-0.16, -0.08, 0.36], [0.06, -0.05, -0.01], [0.06, 0.18, -0.15], [-0.18, -0.05, 0.17], [-0.04, 0.00, 0.07], [-0.06, 0.01, 0.13], [-0.05, 0.04, 0.01], [-0.02, 0.07, 0.00], [-0.01, 0.04, -0.04], [0.03, -0.41, -0.25], [0.72, -0.09, -0.13], [-0.22, -0.21, -0.02], [0.02, 0.26, 0.07], [0.05, -0.04, -0.02], [-0.03, -0.25, -0.11], [-0.18, 0.22, 0.09], [-0.01, 0.05, 0.00], [-0.06, 0.04, 0.03], [-0.06, 0.02, 0.01], [-0.09, -0.05, -0.02], [0.01, -0.02, -0.02], [-0.04, 0.04, -0.12], [0.18, -0.16, 0.57], [-0.01, -0.16, -0.21], [-0.04, 0.26, 0.07], [0.05, -0.08, 0.07], [-0.03, -0.17, -0.19], [-0.06, 0.20, -0.09], [0.00, 0.05, 0.00], [-0.03, 0.05, -0.04], [-0.02, 0.05, -0.04], [0.06, -0.11, -0.05], [-0.03, -0.03, -0.01], [-0.07, -0.01, 0.11], [0.47, 0.36, -0.23], [0.03, -0.25, 0.11], [-0.20, 0.16, -0.06], [0.08, 0.03, -0.03], [0.13, -0.18, 0.07], [-0.26, 0.05, -0.01], [-0.05, 0.02, -0.01], [-0.07, 0.00, 0.03], [-0.05, -0.03, 0.03], [-0.02, -0.07, 0.02], [0.02, -0.03, 0.04]], "max_force_ev_per_a": 3.17, "smiles": "CCOC(=O)CCCc1cc(S)c2c(c1)C(=O)c1ccccc1C2=O.Fc1ccccc1.Fc1ccccc1.Fc1ccccc1.Fc1ccccc1.Fc1ccccc1.Fc1ccccc1.Fc1ccccc1", "orbital_gap_ha": 0.2965, "e_tot_ha": -3792.49203, "lumo_ev": -0.6}

(2)
{"formula": "C4H8NO3", "method": "wB97M-V/def2-TZVPD", "species": ["N", "C", "C", "O", "C", "C", "O", "O", "H", "H", "H", "H", "H", "H", "H", "H"], "xyz": [[-0.47017, -1.50257, 0.66648], [0.00846, -0.12179, 0.63455], [-1.01309, 0.90977, 0.15219], [-1.83916, 1.41573, 1.24879], [1.30685, -0.02062, -0.20965], [1.18811, -0.51408, -1.68564], [0.01968, -0.77852, -2.06290], [2.24890, -0.50827, -2.32990], [-1.41737, -1.53722, 1.02328], [-0.48640, -1.84139, -0.29370], [0.31776, 0.08582, 1.65724], [-1.73910, 0.37627, -0.44270], [-0.56217, 1.75738, -0.36224], [-1.28043, 1.83377, 1.90869], [2.10595, -0.58733, 0.27977], [1.61220, 1.03305, -0.18427]], "forces_ev_per_a": [[0.04, -0.20, 0.01], [0.94, -0.18, -0.70], [-0.63, -0.23, 1.29], [-0.01, -0.07, -0.18], [-0.37, -0.31, 0.52], [-0.16, 0.84, 0.27], [0.01, -0.28, -0.18], [0.12, -0.23, -0.14], [-0.05, 0.04, 0.03], [-0.11, 0.18, -0.03], [-0.15, 0.53, 0.34], [0.08, 0.21, -0.64], [0.02, -0.11, -0.21], [0.21, -0.06, -0.08], [-0.06, 0.01, -0.05], [0.12, -0.14, -0.25]], "max_force_ev_per_a": 1.46, "smiles": "N[C@H](CO)CC(=O)[O-]", "orbital_gap_ha": 0.2856, "e_tot_ha": -437.75218, "lumo_ev": 3.5, "total_charge": -1}